Formula: CH6N2S2
Source: the Open Molecules 2025 dataset
Level of theory: ωB97M-V/def2-TZVPD

Properties
HOMO-LUMO gap (eV): 9.8052
SMILES: [H]/N=C/N.SS
Max |F| (eV/A): 0.92
HOMO level (eV): -9.39

Last column: Löwdin charge in e.
CARTESIAN COORDINATES (ANGSTROEM)
H: -2.376 1.788 -1.192  0.02
N: -1.626 1.112 -1.125  0.05
C: -2.044 0.091 -0.482  -0.40
N: -1.309 -1.052 -0.361  0.07
H: -2.995 0.094 0.030  0.11
H: -0.325 -0.943 -0.552  0.08
H: -1.587 -1.707 0.350  0.08
S: 4.121 -0.264 0.915  0.22
S: 2.649 1.063 0.293  0.21
H: 3.443 -1.385 0.636  -0.22
H: 2.049 1.204 1.487  -0.21